# 1
Computed, not measured: a cluster of 11 separate species, C45H67BN10O in total in a non-equilibrium geometry, with ωB97M-V/def2-TZVPD.

Element x y z (Å)
C (-4.3962, -3.7397, -0.5917)
C (-3.6373, -3.2352, -1.9320)
C (-2.8248, -2.0555, -1.4099)
C (-1.7743, -1.6630, -2.4632)
C (-0.6977, -2.7662, -2.4444)
C (-1.3024, -4.1206, -2.9729)
N (-2.6973, -4.3162, -2.3715)
O (-3.1527, -5.6265, -2.3644)
C (-0.3601, -5.2822, -2.3455)
C (-1.5305, -4.2901, -4.4690)
C (-4.7542, -2.9195, -2.8730)
H (-5.0257, -4.5869, -0.9157)
H (-4.8356, -3.1190, -0.0660)
H (-3.5454, -4.0818, -0.2053)
H (-2.1811, -1.9875, -0.4557)
H (-3.5945, -1.1814, -1.5034)
H (-1.3552, -0.6985, -2.4140)
H (-2.1324, -1.7206, -3.3724)
H (-0.3331, -2.8731, -1.6275)
H (0.0917, -2.5616, -3.0628)
H (0.5529, -5.3256, -3.0647)
H (-0.7463, -6.3330, -2.3944)
H (-0.2321, -5.2307, -1.3092)
H (-2.2951, -3.9989, -5.0638)
H (-1.5580, -5.1143, -4.7018)
H (-0.7278, -3.8627, -4.9585)
H (-5.4821, -3.8243, -3.1247)
H (-4.5862, -2.7393, -3.7798)
H (-5.3853, -2.2857, -2.5756)
B (0.5149, -0.0388, 0.1867)
H (-0.3265, -0.9470, 0.7260)
H (1.2295, -0.3084, -0.6975)
H (-0.1212, 0.7388, -0.4592)
H (1.1461, 0.5611, 1.1156)
N (-2.0764, -2.0716, 3.9323)
C (-2.5862, -2.7663, 2.8613)
C (-3.8795, -3.4905, 3.3642)
C (-4.2321, -2.8168, 4.7842)
C (-2.9717, -1.9806, 5.0892)
H (-1.1930, -1.4651, 4.0029)
H (-2.0399, -2.7184, 1.9836)
H (-4.5899, -4.1567, 2.7364)
H (-4.8992, -3.1936, 5.3891)
H (-2.5734, -1.3969, 5.8930)
N (-1.9368, 4.8912, 4.2506)
C (-0.7410, 5.3944, 3.9798)
C (0.0379, 4.4628, 3.0101)
C (-0.9236, 3.3311, 2.6862)
C (-2.2224, 3.7350, 3.4373)
H (-2.5402, 5.4245, 4.8948)
H (-0.2738, 6.1789, 4.5109)
H (0.9409, 4.7173, 2.5640)
H (-0.9066, 2.4138, 1.9830)
H (-3.0905, 3.3916, 3.4719)
N (-1.7662, 5.6793, -1.5694)
C (-1.3223, 4.4585, -1.2286)
C (-1.2122, 3.6002, -2.4596)
C (-1.6022, 4.4713, -3.5391)
C (-1.9001, 5.8030, -2.9522)
H (-1.6688, 6.5909, -0.8848)
H (-0.9239, 4.3741, -0.3408)
H (-0.9364, 2.5111, -2.4378)
H (-1.7854, 4.2997, -4.8167)
H (-2.2172, 6.7803, -3.3535)
N (3.3222, -2.0255, -4.4151)
C (3.7295, -3.0965, -5.0670)
C (4.1259, -4.0861, -4.0007)
C (4.1268, -3.2695, -2.7427)
C (3.4931, -1.9588, -2.9396)
H (2.9032, -1.2317, -5.0125)
H (3.3925, -3.0534, -6.1118)
H (4.5855, -5.1602, -4.2221)
H (4.2873, -3.6681, -1.7286)
H (3.0431, -1.1668, -2.4858)
N (2.3960, 2.5922, -1.4941)
C (2.2304, 3.7250, -2.3365)
C (3.5902, 3.8201, -3.1101)
C (4.4604, 2.6273, -2.7272)
C (3.6263, 1.8029, -1.7161)
H (1.5977, 2.1071, -0.9595)
H (1.4986, 4.3148, -2.0635)
H (3.6993, 4.5636, -3.8499)
H (5.5205, 2.5225, -3.1596)
H (3.8543, 0.8895, -1.1041)
N (0.3938, 0.0634, 3.7708)
C (-0.2860, 0.6896, 4.8507)
C (-0.2597, -0.2307, 5.9699)
C (0.7104, -1.4008, 5.5970)
C (0.9811, -1.1061, 4.1269)
H (0.4861, 0.6880, 3.0325)
H (-0.9148, 1.3592, 4.6009)
H (-0.8128, -0.3678, 7.0808)
H (1.0679, -2.3157, 6.3335)
H (1.4289, -1.7398, 3.3076)
N (3.6943, 3.7765, 0.3060)
C (4.0182, 3.0792, 1.3908)
C (5.0190, 3.9574, 2.2096)
C (5.0854, 5.2332, 1.4353)
C (4.1682, 5.0970, 0.2696)
H (3.1214, 3.5086, -0.4636)
H (3.5435, 2.1938, 1.5132)
H (5.4282, 3.5861, 3.1205)
H (5.7739, 5.9820, 1.7587)
H (3.8444, 5.8328, -0.4478)
N (-3.4114, 0.8144, 1.6970)
C (-3.6707, 1.3270, 0.5099)
C (-5.0378, 1.0913, 0.1378)
C (-5.6042, 0.2112, 1.2248)
C (-4.4533, 0.1604, 2.2365)
H (-2.4161, 0.7431, 2.0439)
H (-2.8716, 1.7581, -0.2187)
H (-5.5484, 1.2145, -0.8117)
H (-6.5329, -0.3863, 1.2720)
H (-4.2568, -0.4660, 3.1027)
N (4.8826, -0.7736, 1.9450)
C (6.2777, -0.6998, 1.7001)
C (6.5601, -0.9948, 0.3274)
C (5.1410, -1.1513, -0.3873)
C (4.1153, -0.8777, 0.7469)
H (4.5334, -0.7718, 2.8287)
H (6.7179, -0.6336, 2.6675)
H (7.5881, -0.9988, -0.2296)
H (5.0087, -1.7768, -1.3719)
H (3.0925, -0.8424, 0.7816)

Forces on atoms 1 to 3 (eV/Å):
2.6008 -6.7224 -8.2936
-0.7245 -0.0032 3.4828
0.4560 3.9339 -1.7544

For the LUMO energy, the calculation gives -4.733 eV. As for the molar mass: 774.9 g/mol. The HOMO-LUMO gap is 1.85 eV. The HOMO energy comes out at -6.58 eV. Its spin multiplicity is 1. The value obtained for the total energy is -65341.840 eV.



# 2
Computed, not measured: the molecule C3H7FS in a non-equilibrium geometry, with ωB97M-V/def2-TZVPD.

Element x y z (Å)
F (-0.8038, 2.5473, 0.1929)
C (-0.5015, 1.3235, -0.3283)
C (-0.4164, 0.2875, 0.7658)
C (0.5620, -0.8913, 0.1848)
S (0.2500, -1.4064, -1.4477)
H (-1.0936, 1.0619, -1.1822)
H (0.5439, 1.3516, -0.7871)
H (-0.1228, 0.6965, 1.7930)
H (-1.3672, -0.1614, 1.0051)
H (0.4377, -1.8385, 0.6017)
H (1.5601, -0.4714, 0.4667)
H (0.9517, -2.4992, -1.2647)

Forces on atoms 1 to 3 (eV/Å):
-0.4875 0.6296 -0.1186
2.9760 -0.3865 0.0587
0.3476 -1.9212 0.2198

For the LUMO energy, the calculation gives 0.794 eV. As for the molar mass: 94.2 g/mol. The HOMO-LUMO gap is 9.98 eV. The HOMO energy comes out at -9.18 eV. Its spin multiplicity is 1. The value obtained for the total energy is -16776.062 eV.



# 3
Computed, not measured: a structure of composition C7H3MnN2O5SbSe4 in a non-equilibrium geometry, with ωB97M-V/def2-TZVPD.

Element x y z (Å)
Mn (1.3280, 0.2982, -0.0994)
O (1.4016, -3.6654, 0.0821)
C (1.1835, -2.4738, 0.0621)
O (2.0481, -1.5021, 0.1559)
C (-0.2625, -1.9858, -0.1092)
C (-1.3876, -2.7413, -0.3673)
C (-2.5830, -2.0614, -0.5946)
C (-2.6242, -0.6701, -0.5934)
C (-1.4511, 0.0055, -0.3351)
N (-0.3518, -0.6712, -0.0777)
C (-1.2117, 1.5133, -0.4007)
O (-2.1582, 2.2569, -0.5724)
O (0.0375, 1.8293, -0.2784)
H (-1.3027, -3.8186, -0.4065)
H (-3.4868, -2.6219, -0.8032)
H (-3.5239, -0.1060, -0.7997)
Se (3.2128, 4.2612, 3.3358)
Sb (1.6065, 3.3934, 1.6284)
Se (1.8620, 0.9068, 1.9976)
Se (3.7248, 2.3441, -1.6052)
Se (-0.4401, 3.9489, 2.9282)
O (1.8192, 0.4690, -1.9855)
N (2.5596, 1.0910, -1.1618)

Forces on atoms 1 to 3 (eV/Å):
-1.4453 -0.5974 -0.2851
0.1040 -0.1786 0.0139
0.0039 0.4538 0.0666

For the LUMO energy (alpha / beta), the calculation gives 1.642 / 0.353 eV. As for the molar mass: 687.6 g/mol. The charge is -1. The HOMO-LUMO gap (alpha / beta) is 6.94 / 5.77 eV. The HOMO energy (alpha / beta) comes out at -5.30 / -5.42 eV. Its spin multiplicity is 5. The value obtained for the total energy is -319770.437 eV.



# 4
Computed, not measured: a cluster of 3 separate species, C31H25IO4P in total in a non-equilibrium geometry, with ωB97M-V/def2-TZVPD.

Element x y z (Å)
P (2.6001, -3.7048, 2.5168)
C (1.3477, -2.2290, 2.6991)
C (0.0273, -2.6663, 1.8113)
C (-0.7486, -4.0024, 2.3633)
I (-1.4768, -3.5864, 4.4165)
H (3.7412, -3.1705, 1.8071)
H (2.9704, -4.2454, 3.8200)
H (1.9763, -4.7818, 1.7393)
H (1.1044, -1.9773, 3.8262)
H (1.7790, -1.2403, 2.2280)
H (0.4461, -2.9510, 0.7302)
H (-0.7537, -1.8030, 1.6525)
H (-1.6841, -4.1625, 1.6390)
H (-0.0932, -4.9750, 2.4061)
C (2.5924, -2.8137, -0.5669)
C (3.1022, -3.7769, -1.4372)
C (3.1136, -3.5391, -2.8126)
C (2.6023, -2.3388, -3.3208)
C (2.0702, -1.3863, -2.4525)
C (2.0758, -1.6193, -1.0711)
C (1.4831, -0.1382, -2.9812)
O (1.0187, 0.7005, -2.2189)
C (1.4558, 0.0804, -4.4412)
C (0.8502, 1.2326, -4.9592)
C (0.8319, 1.4536, -6.3381)
C (1.4248, 0.5319, -7.2005)
C (2.0238, -0.6195, -6.6876)
C (2.0305, -0.8502, -5.3055)
C (2.6350, -2.0884, -4.7755)
O (3.1522, -2.9012, -5.5331)
H (2.5918, -2.9951, 0.5057)
H (3.4932, -4.7131, -1.0451)
H (3.5180, -4.2934, -3.4856)
H (1.6744, -0.8745, -0.3861)
H (0.3879, 1.9588, -4.2925)
H (0.3565, 2.3464, -6.7385)
H (1.4170, 0.7073, -8.2741)
H (2.4804, -1.3370, -7.3674)
C (-3.9312, 3.0912, 5.9507)
C (-3.0454, 4.1661, 6.0204)
C (-2.2969, 4.5279, 4.8992)
C (-2.4254, 3.8046, 3.7073)
C (-3.2928, 2.7147, 3.6450)
C (-4.0564, 2.3641, 4.7660)
C (-3.3997, 1.9142, 2.4081)
O (-4.1640, 0.9588, 2.3514)
C (-2.5662, 2.2761, 1.2443)
C (-2.6147, 1.4911, 0.0850)
C (-1.8396, 1.8340, -1.0250)
C (-1.0233, 2.9640, -0.9840)
C (-0.9688, 3.7447, 0.1716)
C (-1.7347, 3.3941, 1.2914)
C (-1.6429, 4.2056, 2.5212)
O (-0.9223, 5.1962, 2.5596)
H (-4.5214, 2.8149, 6.8217)
H (-2.9385, 4.7248, 6.9476)
H (-1.6111, 5.3714, 4.9595)
H (-4.7457, 1.5229, 4.7207)
H (-3.2518, 0.6090, 0.0436)
H (-1.8748, 1.2201, -1.9224)
H (-0.4250, 3.2356, -1.8509)
H (-0.3255, 4.6227, 0.1980)

Forces on atoms 1 to 3 (eV/Å):
-0.8575 1.0371 0.8355
-1.1093 0.7440 -0.3879
0.1835 -1.0091 -0.7761

For the LUMO energy, the calculation gives -3.663 eV. As for the molar mass: 619.4 g/mol. The charge is +1. The HOMO-LUMO gap is 7.67 eV. The HOMO energy comes out at -11.34 eV. Its spin multiplicity is 1. The value obtained for the total energy is -58123.576 eV.



# 5
Computed, not measured: a structure of composition C5H5NO in a non-equilibrium geometry, with ωB97M-V/def2-TZVPD.

Element x y z (Å)
O (1.4296, 0.2820, 2.5033)
C (0.5251, 0.0908, 1.7322)
C (0.6976, 0.1701, 0.2539)
C (0.1915, -0.8637, -0.6216)
C (-0.3479, 0.9495, -0.5096)
C (-1.4533, 0.2599, -1.0686)
N (-2.2407, -0.3841, -1.6429)
H (-0.5175, -0.1111, 2.0584)
H (1.6997, 0.4639, -0.0500)
H (-0.4997, -1.6056, -0.2030)
H (0.6409, -1.1567, -1.5570)
H (-0.0896, 1.9310, -0.9361)

Forces on atoms 1 to 3 (eV/Å):
-0.3986 -0.0855 -0.0953
0.3054 -0.0323 0.3776
0.2970 -0.2106 0.2314

For the LUMO energy (alpha / beta), the calculation gives -0.499 / -0.499 eV. As for the molar mass: 95.1 g/mol. The HOMO-LUMO gap (alpha / beta) is 8.27 / 8.27 eV. The HOMO energy (alpha / beta) comes out at -8.77 / -8.77 eV. Its spin multiplicity is 1. The value obtained for the total energy is -8799.007 eV.